Entry 1:
Below is a gas-phase ion, C3H5N2O2 (charge +1), with properties calculated with ωB97M-V/def2-TZVPD.

XYZ file:
```
12
C3H5N2O2 | the Open Molecules 2025 dataset | ωB97M-V/def2-TZVPD
O 1.482 0.750 3.016
C 1.134 0.141 2.131
N 0.437 -0.562 1.335
C 0.551 -0.117 -0.111
C -0.457 0.902 -0.539
N -0.466 2.095 0.543
O -1.295 2.894 0.364
H -0.123 -1.412 1.769
H 0.595 -1.009 -0.744
H 1.576 0.331 -0.073
H -0.173 1.279 -1.547
H -1.486 0.606 -0.627
```

For the HOMO energy, the calculation gives -13.4 eV. As for the SMILES: O=C=[NH+]CCN=O. Its total charge is +1. As for the total energy: -376.89911 Ha.

Entry 2:
Below is a gas-phase ion, C3H5N2O2 (charge +1), with properties calculated with ωB97M-V/def2-TZVPD.

XYZ file:
```
12
C3H5N2O2 | the Open Molecules 2025 dataset | ωB97M-V/def2-TZVPD
N -0.739 -0.926 0.953
C -0.450 0.006 -0.224
C 1.044 -0.317 -0.873
O 1.536 -1.215 -1.434
N 1.509 0.951 -0.425
O 0.560 1.726 -1.281
C 0.171 1.365 -0.065
H -0.788 -1.913 0.544
H -1.561 -0.976 1.456
H 0.021 -0.943 1.709
H -1.222 0.023 -1.086
H -0.080 2.220 0.726
```

For the HOMO energy, the calculation gives -14.9 eV. As for the SMILES: [NH3+][C@@H]1C(=O)N2O[C@@H]12. Its total charge is +1. As for the total energy: -376.86630 Ha.

What are the F_max values for these records? In order: 2.91, 4.84 eV/A.